(1)
{
  "formula": "C10H16",
  "method": "ωB97M-V/def2-TZVPD",
  "smiles": "CCc1ccccc1.CC",
  "lumo_ev": 0.997,
  "e_tot_ha": -390.5423,
  "de_lowest_kj_mol": 245.6,
  "elements": ["C", "C", "C", "C", "C", "C", "C", "C", "H", "H", "H", "H", "H", "H", "H", "H", "H", "H", "C", "C", "H", "H", "H", "H", "H", "H"],
  "coordinates": [[-1.392, -1.259, -0.355], [0.022, -0.608, -0.307], [0.542, 0.212, -1.504], [1.715, 0.940, -1.295], [2.115, 1.975, -2.071], [1.365, 2.360, -3.157], [0.225, 1.648, -3.474], [-0.161, 0.567, -2.664], [-1.824, -1.425, 0.747], [-1.438, -2.289, -0.801], [-1.874, -0.686, -1.052], [0.090, 0.123, 0.667], [0.804, -1.469, 0.022], [2.342, 0.723, -0.382], [3.046, 2.402, -2.040], [1.504, 3.266, -3.732], [-0.484, 1.984, -4.215], [-0.899, -0.139, -3.073], [-0.928, -0.311, 3.513], [-0.486, -1.765, 3.603], [-1.636, -0.313, 4.379], [-0.174, 0.575, 3.756], [-1.393, -0.020, 2.629], [-1.114, -2.461, 4.294], [-0.575, -2.132, 2.533], [0.605, -1.899, 3.977]],
  "forces_ev_per_a": [[1.63, -2.30, 2.57], [1.88, -1.31, 2.84], [-0.43, 0.80, 0.45], [0.78, -0.95, 2.42], [-0.77, -0.39, -1.65], [-1.76, 0.44, -0.79], [-0.39, -0.48, 1.07], [0.04, -1.33, -0.43], [0.57, 0.94, -2.64], [0.60, 0.78, 0.37], [-2.43, 1.68, -0.96], [-0.32, -1.57, -2.45], [-1.49, 1.99, -0.96], [-0.76, 0.04, -1.01], [2.14, 1.11, 1.01], [0.71, -0.02, 0.05], [0.27, -0.12, -0.45], [-0.29, 0.68, 0.56], [0.94, 1.36, 4.26], [1.58, -1.72, -0.65], [0.03, 1.09, -0.92], [-1.07, -2.26, -0.45], [-1.01, 0.15, -1.50], [0.83, 1.50, -1.30], [0.47, -0.33, 1.40], [-1.77, 0.23, -0.85]],
  "nbo_charge": [-0.618, -0.419, -0.036, -0.185, -0.222, -0.212, -0.210, -0.221, 0.217, 0.208, 0.210, 0.220, 0.216, 0.207, 0.210, 0.212, 0.213, 0.209, -0.629, -0.625, 0.213, 0.208, 0.204, 0.211, 0.205, 0.214]
}

(2)
{
  "formula": "C10H16",
  "method": "ωB97M-V/def2-TZVPD",
  "smiles": "CCc1ccccc1.CC",
  "lumo_ev": 1.011,
  "e_tot_ha": -390.5965,
  "de_lowest_kj_mol": 103.4,
  "elements": ["C", "C", "C", "C", "C", "C", "C", "C", "H", "H", "H", "H", "H", "H", "H", "H", "H", "H", "C", "C", "H", "H", "H", "H", "H", "H"],
  "coordinates": [[-0.540, -2.827, -1.427], [0.410, -1.801, -0.721], [0.412, -0.361, -1.150], [-0.447, 0.054, -2.219], [-0.503, 1.382, -2.643], [0.207, 2.381, -1.984], [1.096, 2.025, -0.996], [1.096, 0.683, -0.572], [-1.422, -2.248, -1.685], [-0.776, -3.648, -0.768], [-0.052, -3.039, -2.377], [0.045, -1.810, 0.330], [1.404, -2.227, -0.563], [-0.955, -0.709, -2.769], [-1.139, 1.620, -3.487], [0.024, 3.368, -2.377], [1.854, 2.639, -0.535], [1.586, 0.432, 0.367], [-0.797, 0.095, 2.848], [0.253, 0.980, 3.532], [-1.685, -0.206, 3.420], [-1.125, 0.395, 1.855], [-0.310, -0.889, 2.829], [0.951, 1.350, 2.788], [0.658, 0.475, 4.398], [-0.247, 1.885, 3.905]],
  "forces_ev_per_a": [[1.16, 2.43, -0.49], [-0.67, -0.84, 2.23], [-1.99, 0.87, -2.29], [1.47, 0.02, 0.31], [-0.42, -0.96, 0.62], [-0.06, -0.04, -0.99], [-0.19, -1.29, 0.32], [0.70, -0.25, 1.31], [-0.47, -0.46, 0.18], [0.13, -0.35, -0.22], [-0.26, -0.87, -0.01], [0.11, 0.30, -0.25], [0.17, 0.20, -0.55], [-0.41, -0.09, -0.33], [-0.03, 0.14, 0.08], [0.54, 0.40, 0.28], [-0.41, 0.61, 0.10], [0.62, 0.18, -0.24], [0.45, -1.58, 0.56], [-2.03, 1.09, -0.11], [0.05, 0.90, 0.25], [0.24, 0.10, 0.00], [-0.02, -0.06, -0.90], [0.56, -0.35, 0.18], [0.55, -0.05, -0.11], [0.21, -0.06, 0.07]],
  "nbo_charge": [-0.603, -0.429, -0.007, -0.216, -0.209, -0.227, -0.199, -0.218, 0.205, 0.220, 0.207, 0.212, 0.216, 0.202, 0.211, 0.214, 0.218, 0.201, -0.618, -0.609, 0.205, 0.213, 0.196, 0.208, 0.207, 0.198]
}

(3)
{
  "formula": "C10H16",
  "method": "ωB97M-V/def2-TZVPD",
  "smiles": "Cc1ccccc1.CCC",
  "lumo_ev": 0.981,
  "e_tot_ha": -390.5746,
  "de_lowest_kj_mol": 160.9,
  "elements": ["C", "C", "C", "C", "C", "C", "C", "H", "H", "H", "H", "H", "H", "H", "H", "C", "C", "C", "H", "H", "H", "H", "H", "H", "H", "H"],
  "coordinates": [[2.491, 1.195, 1.450], [1.314, 1.592, 0.585], [0.504, 2.571, 1.156], [-0.721, 2.863, 0.517], [-1.107, 2.140, -0.581], [-0.410, 0.965, -0.886], [0.894, 0.774, -0.462], [3.319, 0.767, 0.850], [2.295, 0.409, 2.187], [3.073, 1.977, 1.926], [0.808, 3.052, 2.065], [-1.229, 3.804, 0.758], [-1.916, 2.431, -1.242], [-0.769, 0.236, -1.587], [1.491, 0.092, -1.050], [-0.198, -4.281, -0.561], [-1.251, -3.334, -1.136], [-1.447, -2.235, -0.029], [0.790, -3.797, -0.332], [0.219, -5.093, -1.156], [-0.596, -4.647, 0.382], [-0.750, -2.806, -1.989], [-2.183, -3.604, -1.641], [-1.124, -2.475, 0.985], [-0.973, -1.306, -0.340], [-2.507, -1.979, 0.034]],
  "forces_ev_per_a": [[2.13, -0.73, -1.16], [0.86, -0.49, 2.31], [-1.25, -0.72, -1.48], [1.03, 1.64, 0.17], [-0.36, -1.14, -0.01], [0.80, 0.56, -1.06], [-1.16, 0.93, 0.14], [-0.55, -0.18, -0.16], [-0.46, 0.27, -0.06], [-0.67, 0.61, 0.36], [0.10, 0.28, 0.14], [-0.05, -0.53, 0.11], [-0.31, -0.08, 0.48], [-0.40, 0.24, -0.66], [0.34, -0.41, 0.72], [0.73, -0.49, 0.17], [2.06, 2.29, -0.40], [-1.12, 0.23, -1.00], [-1.22, 0.47, 0.05], [-0.88, -0.41, -0.38], [0.26, -0.47, 0.10], [-0.25, -0.25, 0.51], [0.08, -1.03, 0.85], [0.16, -0.34, -0.24], [0.19, -0.25, 0.31], [-0.08, 0.01, 0.16]],
  "nbo_charge": [-0.641, -0.016, -0.217, -0.201, -0.230, -0.185, -0.225, 0.210, 0.221, 0.217, 0.214, 0.211, 0.218, 0.204, 0.221, -0.612, -0.415, -0.616, 0.207, 0.209, 0.200, 0.187, 0.216, 0.207, 0.212, 0.204]
}

(4)
{
  "formula": "C10H16",
  "method": "ωB97M-V/def2-TZVPD",
  "smiles": "Cc1ccccc1.CCC",
  "lumo_ev": 0.955,
  "e_tot_ha": -390.5390,
  "de_lowest_kj_mol": 254.5,
  "elements": ["C", "C", "C", "C", "C", "C", "C", "H", "H", "H", "H", "H", "H", "H", "H", "C", "C", "C", "H", "H", "H", "H", "H", "H", "H", "H"],
  "coordinates": [[-2.346, -1.592, 1.308], [-0.957, -1.255, 1.042], [-0.240, -0.195, 1.668], [1.081, 0.004, 1.379], [1.750, -1.115, 0.826], [1.094, -2.279, 0.366], [-0.296, -2.279, 0.374], [-3.033, -0.802, 1.714], [-2.262, -2.360, 2.222], [-2.747, -1.969, 0.328], [-0.836, 0.488, 2.386], [1.643, 0.899, 1.703], [2.810, -0.999, 0.517], [1.614, -3.138, 0.191], [-0.873, -3.150, -0.067], [1.379, 2.423, -2.274], [-0.010, 1.967, -2.218], [-1.021, 2.852, -1.336], [2.117, 1.930, -1.581], [1.513, 3.437, -2.226], [1.705, 2.180, -3.253], [-0.522, 2.002, -3.205], [-0.084, 0.931, -1.971], [-0.821, 2.608, -0.445], [-0.691, 3.888, -1.365], [-2.133, 2.867, -1.758]],
  "forces_ev_per_a": [[-2.08, -0.72, 1.97], [1.61, 0.61, 0.76], [-2.88, 0.58, 0.39], [1.34, -1.20, 0.11], [0.83, 0.60, -1.37], [-1.48, 3.14, 1.38], [0.47, -0.75, -0.43], [0.85, -0.38, -0.61], [-0.82, 1.06, -2.31], [-0.18, -0.20, 1.42], [1.07, -0.96, -1.49], [-0.41, -0.67, -0.22], [-0.59, -0.23, 0.77], [1.52, -2.00, -1.15], [0.73, 1.18, 0.73], [1.78, -2.19, 0.33], [-3.93, 1.17, -0.34], [-1.20, 1.42, -7.98], [-0.97, 0.43, -0.37], [0.10, 2.68, 0.47], [0.85, -0.41, -1.04], [0.84, 0.05, 0.11], [-0.08, -0.76, 0.62], [0.20, -2.19, 7.34], [0.02, 0.27, -0.50], [2.37, -0.52, 1.41]],
  "nbo_charge": [-0.629, -0.047, -0.201, -0.223, -0.223, -0.204, -0.205, 0.219, 0.222, 0.226, 0.212, 0.223, 0.211, 0.208, 0.212, -0.615, -0.396, -0.579, 0.203, 0.202, 0.212, 0.188, 0.205, 0.185, 0.191, 0.203]
}

(5)
{
  "formula": "C10H16",
  "method": "ωB97M-V/def2-TZVPD",
  "smiles": "Cc1ccccc1.CCC",
  "lumo_ev": 1.001,
  "e_tot_ha": -390.6207,
  "de_lowest_kj_mol": 40.0,
  "elements": ["C", "C", "C", "C", "C", "C", "C", "H", "H", "H", "H", "H", "H", "H", "H", "C", "C", "C", "H", "H", "H", "H", "H", "H", "H", "H"],
  "coordinates": [[0.994, 2.746, -1.143], [1.058, 1.852, 0.077], [-0.115, 1.477, 0.753], [0.032, 0.803, 1.959], [1.278, 0.458, 2.457], [2.428, 0.769, 1.750], [2.296, 1.484, 0.573], [1.420, 3.712, -0.899], [-0.021, 2.779, -1.554], [1.560, 2.316, -1.972], [-1.045, 1.889, 0.393], [-0.868, 0.450, 2.460], [1.326, -0.088, 3.401], [3.448, 0.568, 2.075], [3.193, 1.788, 0.039], [-2.746, -2.530, -1.098], [-1.583, -1.784, -0.386], [-0.312, -1.819, -1.233], [-2.813, -3.529, -0.657], [-2.526, -2.660, -2.157], [-3.675, -2.000, -0.915], [-1.933, -0.774, -0.159], [-1.411, -2.270, 0.566], [-0.388, -1.218, -2.144], [0.579, -1.552, -0.663], [-0.173, -2.870, -1.526]],
  "forces_ev_per_a": [[-0.18, -1.04, -0.30], [-0.70, 0.37, -0.36], [1.56, 0.66, 0.18], [-0.80, -0.47, -0.32], [0.08, -0.58, 0.50], [0.15, 0.50, -0.14], [0.30, -0.07, -0.13], [-0.24, 0.34, -0.18], [0.05, 0.51, 0.38], [0.33, 0.04, 0.14], [-0.32, -0.39, 0.01], [0.19, 0.24, 0.20], [0.07, 0.15, -0.27], [-0.40, -0.27, 0.28], [-0.10, -0.03, -0.02], [0.78, -0.11, 0.72], [-0.57, 0.05, -0.65], [-0.04, -0.61, 0.33], [-0.24, 0.00, -0.21], [-0.30, 0.21, -0.06], [-0.25, -0.14, -0.30], [0.37, 0.11, -0.06], [0.19, -0.03, 0.30], [0.01, -0.01, 0.17], [-0.05, 0.30, -0.08], [0.11, 0.25, -0.15]],
  "nbo_charge": [-0.635, 0.003, -0.225, -0.203, -0.234, -0.189, -0.229, 0.222, 0.214, 0.217, 0.213, 0.212, 0.214, 0.214, 0.206, -0.610, -0.394, -0.607, 0.202, 0.202, 0.206, 0.193, 0.195, 0.202, 0.215, 0.197]
}

(6)
{
  "formula": "C10H16",
  "method": "ωB97M-V/def2-TZVPD",
  "smiles": "Cc1ccccc1.CCC",
  "lumo_ev": 1.018,
  "e_tot_ha": -390.6135,
  "de_lowest_kj_mol": 58.8,
  "elements": ["C", "C", "C", "C", "C", "C", "C", "H", "H", "H", "H", "H", "H", "H", "H", "C", "C", "C", "H", "H", "H", "H", "H", "H", "H", "H"],
  "coordinates": [[-3.835, -0.689, 0.825], [-2.390, -0.900, 0.478], [-2.117, -1.373, -0.798], [-0.839, -1.823, -1.120], [0.168, -1.832, -0.178], [-0.155, -1.473, 1.133], [-1.395, -0.918, 1.464], [-4.448, -1.480, 0.385], [-4.206, 0.287, 0.495], [-4.142, -0.771, 1.871], [-2.938, -1.484, -1.493], [-0.724, -2.186, -2.135], [1.173, -2.166, -0.389], [0.560, -1.482, 1.944], [-1.613, -0.536, 2.450], [2.847, 3.546, -1.143], [3.068, 2.030, -1.026], [3.277, 1.639, 0.422], [3.685, 4.103, -0.703], [2.029, 3.808, -0.469], [2.709, 3.902, -2.159], [2.236, 1.592, -1.562], [3.974, 1.765, -1.581], [2.451, 1.886, 1.083], [3.670, 0.631, 0.559], [4.138, 2.207, 0.799]],
  "forces_ev_per_a": [[-0.96, 0.39, 0.20], [-0.44, -0.76, 0.79], [0.56, -0.18, 0.53], [-0.69, 0.22, -0.78], [-0.14, -0.26, 0.89], [-0.14, 1.29, 0.44], [0.07, -0.50, -1.30], [0.09, 0.23, -0.45], [-0.05, -0.15, -0.17], [0.77, 0.18, 0.21], [0.07, 0.11, -0.19], [0.47, 0.00, 0.09], [-0.02, -0.13, -0.19], [0.38, -0.23, -0.24], [0.04, -0.19, 0.16], [0.54, -0.01, 1.06], [0.49, 0.94, -0.57], [1.01, 0.13, 0.19], [0.15, -0.16, -0.26], [-0.40, 0.16, -0.47], [-0.29, -0.02, -0.05], [-0.25, -0.67, 0.31], [-0.12, -0.06, -0.05], [-0.24, -0.32, -0.03], [-0.72, -0.34, -0.07], [-0.20, 0.33, -0.07]],
  "nbo_charge": [-0.641, -0.007, -0.220, -0.199, -0.232, -0.196, -0.218, 0.217, 0.219, 0.218, 0.209, 0.211, 0.217, 0.209, 0.212, -0.601, -0.398, -0.611, 0.195, 0.198, 0.209, 0.200, 0.191, 0.206, 0.211, 0.199]
}

(7)
{
  "formula": "C10H16",
  "method": "ωB97M-V/def2-TZVPD",
  "smiles": "CCc1ccccc1.CC",
  "lumo_ev": 0.965,
  "e_tot_ha": -390.6194,
  "de_lowest_kj_mol": 43.1,
  "elements": ["C", "C", "C", "C", "C", "C", "C", "C", "H", "H", "H", "H", "H", "H", "H", "H", "H", "H", "C", "C", "H", "H", "H", "H", "H", "H"],
  "coordinates": [[-2.991, 1.159, -0.741], [-1.638, 0.891, -0.042], [-0.958, -0.304, -0.691], [-0.334, -0.176, -1.919], [0.318, -1.273, -2.479], [0.279, -2.504, -1.846], [-0.335, -2.626, -0.606], [-0.998, -1.544, -0.051], [-3.479, 0.229, -1.025], [-2.820, 1.731, -1.652], [-3.637, 1.699, -0.054], [-0.958, 1.722, -0.170], [-1.790, 0.695, 1.004], [-0.178, 0.790, -2.386], [0.872, -1.156, -3.397], [0.808, -3.336, -2.292], [-0.407, -3.613, -0.168], [-1.595, -1.679, 0.841], [3.117, 0.862, 2.486], [1.818, 1.485, 1.994], [2.953, 0.171, 3.303], [3.686, 0.352, 1.700], [3.875, 1.612, 2.709], [1.003, 0.765, 2.098], [1.842, 1.631, 0.911], [1.546, 2.420, 2.474]],
  "forces_ev_per_a": [[0.52, 0.13, 0.35], [-0.18, -0.85, -1.26], [-0.52, 0.34, 0.74], [1.06, -0.33, 0.02], [-0.32, 0.13, 0.11], [0.54, 0.16, 0.10], [-0.58, -0.37, -0.56], [0.13, -0.07, -0.44], [-0.02, -0.08, 0.10], [-0.19, 0.09, 0.01], [-0.21, 0.22, -0.21], [-0.02, 0.51, 0.23], [0.03, -0.01, 0.47], [-0.38, 0.08, 0.03], [-0.01, -0.01, -0.19], [-0.10, -0.11, 0.05], [0.10, 0.06, 0.26], [0.17, 0.14, 0.21], [0.83, 0.36, -0.71], [-0.24, -0.72, -0.76], [0.21, 0.05, 0.29], [-0.68, -0.48, -0.09], [-0.26, 0.26, 0.75], [-0.10, 0.13, 0.30], [0.18, 0.37, 0.04], [0.03, 0.00, 0.14]],
  "nbo_charge": [-0.600, -0.415, -0.005, -0.223, -0.198, -0.228, -0.202, -0.217, 0.209, 0.207, 0.208, 0.209, 0.205, 0.208, 0.209, 0.211, 0.211, 0.209, -0.616, -0.615, 0.206, 0.207, 0.204, 0.204, 0.205, 0.205]
}

Number 1: HOMO-LUMO gap 10.0 eV. Number 2: HOMO-LUMO gap 10.0 eV. Number 3: HOMO-LUMO gap 9.9 eV. Number 4: HOMO-LUMO gap 9.7 eV. Number 5: HOMO-LUMO gap 10.1 eV. Number 6: HOMO-LUMO gap 10.0 eV. Number 7: HOMO-LUMO gap 10.0 eV.